Entry 1:
ORCA calculation (ωB97M-V/def2-TZVPD) on a cluster of 2 separate species, C5H13NO2 in total.

orbital gap	0.351	Eh
spin multiplicity	1
net charge	0

Atoms and positions in Å:
C (-0.2733, 1.1249, -1.3646)
C (1.3055, 0.9703, -1.4950)
C (1.7999, 1.9613, -0.4472)
O (1.8148, 3.1790, -0.5155)
O (2.1307, 1.3239, 0.6900)
H (-0.4656, 2.1379, -1.1101)
H (-0.5923, 0.4780, -0.5845)
H (-0.9164, 0.9861, -2.2346)
H (1.5710, -0.0586, -1.3439)
H (1.6953, 1.3814, -2.4470)
H (1.9618, 1.8990, 1.3936)
C (-1.5320, -1.9310, 0.0190)
C (-0.4672, -1.7540, 1.1497)
N (-0.8613, -0.5883, 1.9555)
H (-1.1414, -1.5739, -0.8909)
H (-2.5113, -1.4506, 0.0777)
H (-1.6874, -3.0373, -0.1326)
H (-0.4395, -2.6861, 1.8488)
H (0.5123, -1.6480, 0.7832)
H (-0.0677, -0.3657, 2.5698)
H (-1.8358, -0.3481, 2.0783)


Entry 2:
ORCA calculation (ωB97M-V/def2-TZVPD) on an isolated molecule of CH3N.

orbital gap	0.414	Eh
spin multiplicity	1
net charge	0

Atoms and positions in Å:
C (-0.3401, 0.1955, -0.0751)
N (0.8692, 0.0085, -0.4080)
H (-0.8516, 1.1553, -0.1201)
H (-0.8936, -0.5910, 0.4459)
H (1.2161, -0.7683, 0.1573)


Entry 3:
ORCA calculation (ωB97M-V/def2-TZVPD) on an isolated molecule of C3H8N2OS.

orbital gap	0.363	Eh
spin multiplicity	1
net charge	0

Atoms and positions in Å:
H (0.1561, 1.9059, -0.4152)
N (1.0424, 1.3762, -0.2483)
C (0.8213, 0.1481, -0.2061)
N (1.8881, -0.7047, 0.0296)
O (3.0452, -0.0134, 0.3534)
S (-0.6384, -0.7645, -0.3154)
C (-1.8130, 0.5756, 0.0513)
C (-3.2297, 0.0037, 0.3760)
H (1.7739, -1.3879, 0.7381)
H (2.7211, 0.9036, 0.5667)
H (-1.9121, 1.2129, -0.7752)
H (-1.4229, 1.0917, 0.9391)
H (-3.6781, -0.4124, -0.5988)
H (-3.0201, -0.7560, 1.1703)
H (-3.9496, 0.7162, 0.7982)


Entry 4:
ORCA calculation (ωB97M-V/def2-TZVPD) on a structure of composition C24H65N5O9.

orbital gap	0.294	Eh
spin multiplicity	1
net charge	0

Atoms and positions in Å:
N (0.5011, -2.7468, 1.4997)
H (1.3997, -2.2113, 1.5518)
H (0.3283, -2.2288, 2.4221)
H (0.8163, -3.6601, 1.9032)
H (0.0280, -2.7412, 0.5965)
O (0.7742, -0.0179, 0.6351)
H (0.2222, 0.6427, 0.1329)
C (4.8290, -5.0650, -2.2346)
O (4.3482, -3.8622, -1.7028)
C (2.8935, -3.6175, -1.8671)
C (2.7170, -2.2853, -1.2539)
N (1.3255, -1.8051, -1.4234)
C (1.0157, -1.3771, -2.7808)
C (-0.3270, -0.8668, -3.0592)
O (-0.4136, -0.8246, -4.4504)
C (-1.7400, -0.4849, -4.8883)
H (4.5721, -5.7975, -1.5975)
H (5.9563, -5.2095, -2.3123)
H (4.4168, -5.5323, -3.1116)
H (2.3913, -4.5744, -1.3447)
H (2.6681, -3.7502, -2.9771)
H (3.4506, -1.4099, -1.6185)
H (2.9088, -2.4110, -0.2001)
H (1.2620, -0.9967, -0.5557)
H (1.0672, -2.2170, -3.5183)
H (1.7920, -0.6644, -3.1231)
H (-0.5355, 0.1264, -2.3389)
H (-1.0880, -1.6282, -2.5124)
H (-1.7314, -0.3707, -5.9037)
H (-2.3086, 0.3304, -4.3989)
H (-2.2326, -1.4297, -4.8103)
C (0.1176, -5.6700, 5.2555)
O (-0.8255, -5.0800, 4.4309)
C (-0.5219, -4.4888, 3.1841)
C (-1.5922, -3.5755, 2.7402)
N (-1.3323, -2.9511, 1.3943)
C (-2.2900, -1.9301, 1.0351)
C (-1.9103, -1.3575, -0.2713)
O (-2.8844, -0.4412, -0.6725)
C (-2.5271, 0.1393, -1.9404)
H (-0.3358, -5.7449, 6.2958)
H (0.9433, -4.8892, 5.3380)
H (0.4269, -6.4064, 4.6945)
H (-0.6984, -5.3022, 2.5011)
H (0.5569, -3.8249, 3.2111)
H (-1.9208, -2.9709, 3.6610)
H (-2.7916, -4.1564, 2.5481)
H (-1.2246, -3.4979, 0.4534)
H (-2.2659, -0.9479, 1.6957)
H (-3.2773, -2.2694, 0.9555)
H (-1.8724, -2.0560, -1.0348)
H (-0.9692, -1.0433, -0.2042)
H (-2.5013, -0.6873, -2.6819)
H (-1.6709, 0.5327, -1.8038)
H (-3.1996, 0.8995, -2.2423)
C (-2.3967, 1.9382, 4.5125)
O (-2.1956, 0.6102, 4.6547)
C (-1.1579, 0.0554, 3.8520)
C (0.2458, 0.6539, 4.2431)
N (1.1273, -0.0754, 3.4233)
C (2.5255, 0.3589, 3.6241)
C (3.5105, -0.3830, 2.7121)
O (4.8339, -0.3247, 3.3321)
C (5.8385, -0.8516, 2.6169)
H (-1.5228, 2.5246, 4.9917)
H (-3.3551, 2.2578, 5.1724)
H (-2.6812, 2.2056, 3.5573)
H (-1.2290, 0.2100, 2.8449)
H (-1.0639, -1.0212, 3.5812)
H (0.4901, 0.7832, 5.2548)
H (0.3972, 1.5733, 3.9607)
H (0.8795, 0.0008, 2.3946)
H (2.7118, 0.1224, 4.5375)
H (2.6009, 1.4948, 3.4261)
H (3.4857, -0.0685, 1.6214)
H (3.1245, -1.4348, 2.5057)
H (6.8270, -0.7309, 3.0036)
H (5.6833, -0.7093, 1.4870)
H (5.6536, -1.9616, 2.6863)
C (-2.6690, 8.2502, -6.1071)
O (-3.3331, 7.4765, -5.1090)
C (-2.3658, 6.6234, -4.4177)
C (-3.1897, 5.5817, -3.7031)
N (-2.2701, 4.5630, -3.1500)
C (-1.5530, 4.8042, -1.9858)
C (-0.8059, 3.8089, -1.3206)
O (-0.1949, 4.3299, -0.0990)
C (0.2558, 3.3113, 0.8665)
H (-2.4733, 7.8143, -6.7982)
H (-1.8381, 8.6129, -5.8325)
H (-3.3160, 8.8609, -6.3712)
H (-2.1236, 7.4534, -3.5507)
H (-1.6708, 6.1093, -5.2081)
H (-3.8402, 5.1065, -4.4786)
H (-3.9849, 6.0676, -3.0975)
H (-1.8126, 4.1435, -3.8708)
H (-2.2150, 5.3421, -1.1924)
H (-0.9046, 5.6483, -2.1888)
H (0.0657, 3.3576, -1.8776)
H (-1.4882, 2.9507, -1.1772)
H (-0.5378, 2.5950, 0.9588)
H (0.2904, 3.7454, 1.8343)
H (0.9020, 2.6215, 0.5799)


Entry 5:
ORCA calculation (ωB97M-V/def2-TZVPD) on a cluster of 3 separate species, C15H30O8PS in total.

orbital gap	0.229	Eh
spin multiplicity	1
net charge	-1

Atoms and positions in Å:
C (3.7987, -0.0308, 3.9141)
C (3.0543, -0.6453, 3.1849)
P (1.9049, -1.4393, 1.8708)
C (3.2243, -2.4335, 0.8924)
S (4.8910, -2.5025, 1.5594)
C (5.6081, -0.8948, 1.1446)
C (6.6716, -0.9434, 0.0600)
O (2.2147, -0.0938, 0.8070)
C (0.9304, 0.4888, 0.6053)
C (-0.0150, -0.7412, 0.3670)
O (0.6299, -1.9178, 0.7439)
H (4.3877, 0.6264, 4.4664)
H (0.8465, -0.7725, 2.5865)
H (1.7668, -2.5980, 2.7302)
H (2.8914, -3.4610, 0.8822)
H (3.1927, -2.0974, -0.1377)
H (4.8000, -0.2294, 0.8873)
H (6.0383, -0.5190, 2.0589)
H (7.6454, -1.1530, 0.4743)
H (6.4262, -1.6206, -0.7413)
H (6.7423, 0.0469, -0.3833)
H (1.0443, 1.1547, -0.2465)
H (0.7239, 1.0937, 1.4857)
H (-0.9069, -0.4968, 0.9373)
H (-0.2063, -0.7438, -0.6980)
C (-5.0443, 2.9869, 2.1868)
C (-3.9999, 2.0317, 2.7273)
O (-2.6808, 2.4028, 2.3173)
C (-2.1354, 3.4166, 2.9848)
O (-2.6410, 4.0246, 3.8944)
O (-0.9296, 3.6399, 2.4721)
C (-0.2390, 4.7504, 3.0402)
H (-4.9558, 3.0726, 1.1028)
H (-6.0461, 2.6332, 2.4325)
H (-4.9188, 3.9839, 2.6077)
H (-4.1605, 1.0357, 2.3194)
H (-4.0480, 1.9570, 3.8133)
H (-0.1916, 4.6699, 4.1237)
H (-0.7236, 5.6829, 2.7512)
H (0.7686, 4.7288, 2.6356)
C (-1.3534, -2.7565, -2.7794)
C (-1.3617, -3.3223, -4.1826)
O (-2.5836, -3.0147, -4.8816)
C (-2.6753, -1.7811, -5.3621)
O (-1.8359, -0.9230, -5.3063)
O (-3.8725, -1.6556, -5.9491)
C (-4.1333, -0.3491, -6.4575)
H (-2.2369, -3.0847, -2.2305)
H (-0.4639, -3.0790, -2.2386)
H (-1.3656, -1.6679, -2.7939)
H (-1.3188, -4.4092, -4.1438)
H (-0.5048, -2.9779, -4.7608)
H (-3.3352, -0.0182, -7.1184)
H (-4.2567, 0.3567, -5.6372)
H (-5.0618, -0.4112, -7.0189)


Entry 6:
ORCA calculation (ωB97M-V/def2-TZVPD) on the ion C4H8NO with charge +1.

orbital gap	0.358	Eh
spin multiplicity	1
net charge	+1

Atoms and positions in Å:
C (0.6255, -1.8611, -0.2794)
N (-0.3199, -0.9436, 0.1288)
O (-1.2378, -1.2626, 0.7863)
C (-0.0771, 0.3220, -0.1855)
C (-1.0991, 1.3702, 0.0900)
C (-0.0027, 1.3605, 1.0248)
H (1.5892, -1.7811, 0.3849)
H (0.9659, -1.9401, -1.4080)
H (0.3331, -2.9136, 0.2219)
H (0.6215, 0.4157, -1.0056)
H (-2.0398, 0.9274, 0.4187)
H (-1.1351, 2.2241, -0.5830)
H (0.9549, 1.9900, 0.7998)
H (-0.1581, 0.8731, 2.1204)


E_HOMO / eV: -8.75, -10.03, -9.20, -7.98, -3.85, -16.20